1.
22
Properties=species:S:1:pos:R:3:forces:R:3:mulliken_spin:R:1 method="wB97M-V/def2-TZVPD" gap_ev="11.045 / 4.359" e_homo_ev="-14.313 / -14.292" de_lowest_kcal_mol=35.98 charge=+1 multiplicity=2
C 1.1814 -1.7742 -1.3018 -0.907 -0.309 0.096 0.00
O 0.5195 -1.3643 -2.4924 0.465 0.353 0.211 0.00
C 0.3050 -1.4417 -0.0926 0.921 -0.107 -0.058 0.05
C 0.0114 0.0632 0.0711 -0.130 -0.697 1.240 0.02
C 1.2309 0.7843 0.5425 -1.391 -0.789 0.418 0.04
O 1.4426 0.6060 1.9020 0.873 -0.337 -0.156 0.64
H 1.2597 -2.8573 -1.3254 0.145 -0.197 -0.091 0.00
H 2.2035 -1.3995 -1.1801 -0.092 0.215 -0.261 0.00
H 1.0298 -0.6692 -2.9181 -0.024 -0.129 -0.182 0.00
H 0.8612 -1.8380 0.7698 -0.309 0.124 0.209 0.00
H -0.6501 -1.9494 -0.1482 -0.104 -0.185 -0.132 0.00
H -0.7135 0.1680 0.8921 -0.221 0.053 -0.365 0.01
H -0.4462 0.4155 -0.8289 0.036 0.542 -0.559 0.01
H 0.9993 1.8972 0.5987 0.570 0.129 -0.524 0.17
H 2.1457 0.5171 -0.0135 0.328 0.963 0.293 0.08
H 0.7504 0.0488 2.3362 -0.330 0.298 -0.018 -0.02
H -2.7954 -0.3685 2.3967 -0.062 -0.079 0.153 0.00
H -2.3113 1.0409 2.6852 -0.154 0.017 0.189 0.00
O -2.1325 0.1179 2.9008 0.359 0.127 -0.418 0.00
H -1.0907 3.2434 -1.4313 -0.126 -0.075 -0.394 0.00
H -1.9018 2.0329 -2.0126 0.141 0.184 -0.287 0.00
O -1.8988 2.7271 -1.3498 0.012 -0.098 0.634 0.00



2.
22
Properties=species:S:1:pos:R:3:forces:R:3:nbo_charge:R:1 method="wB97M-V/def2-TZVPD" gap_ev=10.587 e_homo_ev=-13.433 de_lowest_kcal_mol=22.25 charge=+1
C -2.0162 -0.2514 0.8939 0.573 -0.071 0.626 -0.24
C -0.6185 0.0948 1.4445 -0.093 -0.122 0.102 -0.44
C 0.2828 0.9670 0.6104 -0.044 -0.257 -0.354 -0.21
C 0.8165 1.2400 -1.8895 1.287 0.609 1.483 -0.42
N 0.5813 0.3175 -0.7080 -0.799 -0.388 -1.542 -0.52
N -2.0057 -1.3918 -0.0205 -0.139 0.003 -0.282 -0.84
H -2.5309 0.6292 0.5048 -0.006 0.151 -0.005 0.18
H -2.5272 -0.5609 1.8025 -0.434 -0.062 -0.187 0.22
H -0.7612 0.6152 2.3898 0.052 0.116 0.086 0.24
H -0.0959 -0.8319 1.6877 -0.082 -0.112 0.000 0.23
H 1.2432 1.1095 1.0901 0.102 0.295 0.094 0.23
H -0.1975 1.9142 0.3819 0.100 0.170 0.012 0.22
H -0.1328 1.4548 -2.3584 0.105 -0.183 -0.449 0.23
H 1.6518 0.8650 -2.4781 -0.637 -0.342 -0.470 0.25
H 1.2209 2.1622 -1.4727 -0.224 0.148 -0.010 0.23
H 1.3059 -0.4173 -0.6516 0.348 0.463 0.469 0.47
H -0.2428 -0.1995 -1.0068 -0.072 -0.245 0.449 0.42
H -2.9138 -1.8499 0.0042 0.232 -0.091 0.050 0.39
H -1.9108 -1.1049 -0.9892 -0.189 0.014 -0.044 0.33
H 2.4925 -2.2301 0.2911 0.072 -0.085 -0.005 0.50
H 3.6128 -1.1967 0.4345 0.036 0.067 -0.060 0.51
O 2.7455 -1.3351 0.0395 -0.189 -0.076 0.035 -0.98



3.
22
Properties=species:S:1:pos:R:3:forces:R:3:nbo_charge:R:1 method="wB97M-V/def2-TZVPD" gap_ev=9.737 e_homo_ev=-12.902 de_lowest_kcal_mol=36.01 charge=+1
C 0.6124 -0.6350 1.5520 -2.324 -0.227 -1.266 -0.19
N 1.4006 0.4853 1.8632 0.647 0.555 -0.189 -0.88
C -0.4076 -0.2672 0.3264 2.199 0.129 1.755 -0.08
N -0.5320 -1.4027 -0.6511 0.398 -0.536 0.209 -0.50
C -0.3651 -0.9640 -2.0760 -1.307 0.074 0.052 -0.41
C -1.7131 0.2474 0.7958 -1.176 -0.132 0.110 -0.65
H -0.0457 -0.9657 2.3606 0.241 -0.139 0.221 0.19
H 1.1538 -1.5019 1.1766 0.670 0.127 0.431 0.18
H 1.0184 1.2589 2.3898 0.120 -0.468 0.027 0.40
H 2.4033 0.4175 1.8490 -0.161 -0.051 0.170 0.40
H 0.1815 0.5334 -0.1147 -0.301 -0.092 -0.754 0.24
H -1.4061 -1.9147 -0.4988 -0.239 0.442 -0.297 0.43
H 0.1512 -2.1258 -0.4065 0.279 0.264 -0.209 0.43
H -0.5771 -1.7959 -2.7408 0.355 -0.109 -0.012 0.24
H 0.5925 -0.4875 -2.2382 0.173 -0.198 0.151 0.25
H -1.1575 -0.2317 -2.2299 0.180 0.124 -0.127 0.24
H -2.3327 0.5323 -0.0586 -0.086 0.350 0.228 0.23
H -1.5684 1.0826 1.4785 0.101 0.297 -0.359 0.26
H -2.2983 -0.4544 1.4020 0.220 -0.322 -0.208 0.22
H 1.7650 3.4366 -1.7711 -0.444 -0.896 0.462 0.49
H 1.8809 2.0618 -1.0133 -0.109 0.658 -0.222 0.47
O 1.2439 2.6908 -1.3947 0.564 0.149 -0.173 -0.96



4.
22
Properties=species:S:1:pos:R:3:forces:R:3:nbo_charge:R:1 method="wB97M-V/def2-TZVPD" gap_ev=10.314 e_homo_ev=-13.554 de_lowest_kcal_mol=24.02 charge=+1
C -0.4515 -1.0863 2.2265 -0.711 0.374 -0.747 -0.24
N -0.6935 -0.2380 3.3551 1.114 0.516 0.309 -0.88
C -0.0981 -0.2151 1.0196 0.496 0.438 -0.227 -0.02
N 1.2926 0.3766 1.3116 0.054 0.580 -0.390 -0.69
C -1.3184 -0.2241 -1.1757 -0.287 -0.576 -0.127 -0.60
C -0.1886 -0.8536 -0.3705 -0.187 0.462 0.379 -0.43
H 0.3521 -1.7915 2.4250 -0.013 -0.172 0.087 0.21
H -1.3354 -1.6285 1.8991 -0.119 -0.463 0.083 0.21
H -0.4480 -0.5892 4.2644 -0.260 -0.177 0.016 0.40
H -1.5385 0.3078 3.3504 -0.149 -0.192 0.029 0.39
H -0.7083 0.6883 1.0466 -0.257 -0.162 0.047 0.21
H 2.0877 -0.0923 0.8778 -0.142 -0.702 0.352 0.44
H 1.3401 0.4129 2.3336 0.303 0.055 0.203 0.45
H 1.4150 1.3332 0.9640 -0.452 -0.010 0.162 0.44
H -2.2837 -0.4662 -0.7226 0.013 0.382 -0.023 0.22
H -1.1636 0.8460 -1.2887 -0.199 0.137 0.193 0.21
H -1.3459 -0.6295 -2.1839 0.056 -0.123 -0.049 0.24
H 0.7123 -0.6417 -0.9244 0.589 -0.294 -0.127 0.21
H -0.3255 -1.9272 -0.2515 0.156 -0.067 -0.200 0.23
H 1.4923 2.9114 -5.8760 0.014 0.115 -0.237 0.47
H 1.6551 1.5375 -6.5668 -0.007 0.194 -0.037 0.48
O 1.5517 1.9694 -5.7137 -0.013 -0.315 0.304 -0.95



5.
22
Properties=species:S:1:pos:R:3:forces:R:3:nbo_charge:R:1 method="wB97M-V/def2-TZVPD" gap_ev=4.292 e_homo_ev=-13.473 de_lowest_kcal_mol=181.09 charge=+1
C 1.7833 -0.9202 1.0603 0.550 0.161 0.371 -0.27
C 2.7304 0.0378 0.3377 0.227 0.692 -0.756 -0.40
C 2.1130 1.3439 -0.1106 -0.312 -0.176 0.264 -0.60
C -3.8649 0.0419 -0.3968 -0.138 -0.504 0.101 -0.45
N -2.5304 -0.1404 0.0894 0.572 0.525 0.597 -0.57
N 0.7610 -1.3702 0.2326 -1.704 -0.413 1.117 -0.45
H 1.3410 -0.3670 1.9233 -0.106 0.223 -0.145 0.28
H 2.3385 -1.7255 1.5436 -0.186 -0.276 -0.152 0.25
H 3.5767 0.2507 0.9874 -0.013 -0.182 0.347 0.26
H 3.1255 -0.4684 -0.5417 0.086 -0.186 0.007 0.23
H 1.3321 1.1315 -0.8716 -0.183 0.000 -0.032 0.27
H 2.8187 2.0051 -0.6039 0.181 -0.007 -0.057 0.25
H -4.0776 1.0940 -0.6208 -0.070 0.040 -0.075 0.24
H -4.5678 -0.2895 0.3639 -0.097 0.138 0.148 0.23
H -4.0276 -0.5788 -1.2733 0.056 0.184 -0.273 0.22
H 1.6196 1.8824 0.7020 0.103 0.011 0.023 0.21
H -1.7445 0.2717 -0.4854 0.096 -0.787 -0.481 0.40
H 0.2698 -2.2273 0.5174 0.640 -0.066 -0.552 0.41
H 0.1538 -0.7237 -0.3482 0.550 0.063 -0.409 0.44
H -0.4049 0.2170 -2.2532 -0.286 -0.091 0.010 0.49
H -2.4145 0.2059 1.0407 -0.211 0.041 -0.048 0.37
O -0.3314 0.3289 -1.2925 0.243 0.611 -0.003 -0.81



6.
22
Properties=species:S:1:pos:R:3:forces:R:3:nbo_charge:R:1 method="wB97M-V/def2-TZVPD" gap_ev=9.808 e_homo_ev=-12.901 de_lowest_kcal_mol=42.56 charge=+1
C 0.2082 1.0420 1.2002 -0.327 0.902 0.287 -0.26
N -0.7216 1.6786 0.2636 0.424 0.950 -0.295 -0.68
C -2.1454 1.8557 0.5593 -0.452 -1.017 -1.042 -0.42
C 0.3567 -0.4222 0.7501 -0.960 0.905 0.225 -0.23
N 0.8106 -0.3387 -0.6787 0.392 -2.471 -0.637 -0.52
C 2.1990 -0.7712 -0.8022 2.831 -0.875 0.138 -0.46
H 1.1727 1.6185 1.2353 -0.692 -0.760 -0.205 0.22
H -0.2096 1.1232 2.2068 0.206 -0.377 0.093 0.23
H -0.3912 2.5209 -0.1865 0.413 0.010 0.476 0.38
H -2.5436 2.4217 1.4236 0.936 -0.115 -0.133 0.20
H -2.5430 2.3044 -0.3670 -0.136 -0.087 0.549 0.22
H -2.5456 0.8375 0.5810 -0.446 0.201 0.277 0.19
H 0.9850 -1.0661 1.3662 0.371 0.276 -0.359 0.24
H -0.6178 -0.9101 0.7163 0.007 0.257 0.092 0.25
H 0.6219 0.6005 -1.0686 -0.364 -0.482 0.229 0.46
H 0.3220 -1.1110 -1.2296 0.063 1.897 1.016 0.46
H 2.9671 -0.2187 -0.2708 -0.592 0.978 0.384 0.24
H 2.3794 -1.7613 -0.3548 -0.832 0.092 -0.376 0.24
H 2.6130 -0.8043 -1.8084 -0.728 0.057 -0.326 0.24
H -0.5911 -2.5867 -1.7890 -0.079 -0.362 -0.090 0.47
H -1.5454 -3.3081 -0.8983 0.296 0.249 0.390 0.51
O -0.7815 -2.7046 -0.8484 -0.332 -0.229 -0.693 -0.96



Number 1: total energy -461.35747 Eh. Number 2: total energy -345.91025 Eh. Number 3: total energy -345.88833 Eh. Number 4: total energy -345.90743 Eh. Number 5: total energy -345.65712 Eh. Number 6: total energy -345.87789 Eh.